(1)
Entry from the OMol25 dataset: 2 unconnected molecules or ions with the total composition CH6N2S2 at a distorted geometry (the ωB97M-V functional and the def2-TZVPD basis).

The value obtained for the LUMO energy is 0.01036 Ha. The value obtained for the HOMO-LUMO gap is 9.04 eV.

ORCA input file:
```
! wB97M-V def2-TZVPD RIJCOSX def2/J DEFGRID3
* xyz 0 1
S 0.36 0.01 3.64
S -1.32 -0.09 2.39
H -0.28 -0.48 4.72
H -1.80 -1.29 2.73
N 0.97 1.05 -2.37
C 0.14 0.03 -1.96
N 0.56 -0.83 -1.14
H 0.63 1.84 -2.89
H 1.75 1.20 -1.75
H -0.84 0.06 -2.41
H -0.18 -1.50 -0.95
*
```

Here are the natural (NBO) charges for atoms 1 to 2, given in e:
1 S -0.1191
2 S -0.1390

(2)
Entry from the OMol25 dataset: 2 unconnected molecules or ions with the total composition CH6N2S2 at a distorted geometry (the ωB97M-V functional and the def2-TZVPD basis).

The value obtained for the LUMO energy is 0.01409 Ha. The value obtained for the HOMO-LUMO gap is 8.97 eV.

ORCA input file:
```
! wB97M-V def2-TZVPD RIJCOSX def2/J DEFGRID3
* xyz 0 1
S -2.25 1.28 -0.55
S -2.59 -0.79 -0.59
H -0.99 1.18 -1.03
H -3.23 -0.77 0.59
N 1.29 -0.21 1.28
C 1.07 -0.23 -0.06
N 1.31 0.79 -0.79
H 1.92 0.48 1.66
H 1.28 -1.08 1.78
H 0.80 -1.16 -0.54
H 1.39 0.49 -1.75
*
```

Here are the natural (NBO) charges for atoms 1 to 2, given in e:
1 S -0.1482
2 S -0.1551

(3)
Entry from the OMol25 dataset: a gas-phase ion, CH6N3 (charge +1) at a distorted geometry (the ωB97M-V functional and the def2-TZVPD basis).

The value obtained for the LUMO energy is -0.16036 Ha. The value obtained for the HOMO-LUMO gap is 10.74 eV.

ORCA input file:
```
! wB97M-V def2-TZVPD RIJCOSX def2/J DEFGRID3
* xyz 1 1
C 0.77 -0.03 -0.70
N -0.54 -0.70 -0.50
N 0.54 0.78 0.50
N -0.74 -0.05 0.77
H 1.53 -0.72 -0.60
H 0.68 0.66 -1.64
H -1.16 -0.59 -1.28
H 1.37 0.80 1.19
H -1.68 0.58 0.64
H -0.78 -0.72 1.63
*
```

Here are the natural (NBO) charges for atoms 1 to 2, given in e:
1 C -0.0651
2 N -0.4407

(4)
Entry from the OMol25 dataset: a gas-phase ion, CH6N3O (charge -1) at a distorted geometry (the ωB97M-V functional and the def2-TZVPD basis).

The value obtained for the LUMO energy is 0.17535 Ha. The value obtained for the HOMO-LUMO gap is 6.79 eV.

ORCA input file:
```
! wB97M-V def2-TZVPD RIJCOSX def2/J DEFGRID3
* xyz -1 1
C 0.50 0.19 -1.25
N -0.18 0.35 1.71
N 0.28 -0.79 0.85
N -0.28 -0.63 -0.44
O -1.74 -0.26 -0.40
H 0.08 0.14 -2.34
H 0.66 1.21 -0.90
H 1.49 -0.24 -1.28
H 0.48 1.16 1.75
H -1.05 0.52 1.13
H -0.24 -1.64 1.17
*
```

Here are the natural (NBO) charges for atoms 1 to 2, given in e:
1 C -0.4097
2 N -0.7896

(5)
Entry from the OMol25 dataset: 2 unconnected molecules or ions with the total composition CH6N3OS at a distorted geometry (the ωB97M-V functional and the def2-TZVPD basis).

The value obtained for the LUMO energy (spin up / spin down) is -0.11997 / -0.24174 Ha. The value obtained for the HOMO-LUMO gap (spin up / spin down) is 8.15 / 7.44 eV. The expectation value of S² is 2.010.

ORCA input file:
```
! wB97M-V def2-TZVPD RIJCOSX def2/J DEFGRID3
* xyz 1 3
C 0.39 0.16 1.04
N 0.58 -0.42 2.21
N -0.71 -0.13 -2.60
N -1.43 -0.35 -0.10
O 1.33 0.90 0.54
S -1.14 -1.17 -1.41
H -0.03 -0.95 2.73
H 1.57 -0.42 2.75
H -0.04 -0.36 -3.26
H -1.00 0.91 -2.46
H -1.73 0.63 -0.31
H 2.23 1.20 0.87
*
```

Here are the natural (NBO) charges for atoms 1 to 2, given in e:
1 C 0.7561
2 N -0.7768

(6)
Entry from the OMol25 dataset: a gas-phase ion, CH6N3S (charge +1) at a distorted geometry (the ωB97M-V functional and the def2-TZVPD basis).

The value obtained for the LUMO energy is -0.14206 Ha. The value obtained for the HOMO-LUMO gap is 9.67 eV.

ORCA input file:
```
! wB97M-V def2-TZVPD RIJCOSX def2/J DEFGRID3
* xyz 1 1
C -0.19 0.16 0.12
N 0.36 1.41 0.57
N -0.68 -0.91 0.79
N 0.73 -0.22 -1.08
S -1.20 1.57 -0.18
H 0.11 1.53 1.70
H -0.17 -1.14 1.73
H -1.63 -1.32 0.69
H 0.32 -1.15 -1.42
H 1.79 -0.34 -1.06
H 0.57 0.42 -1.87
*
```

Here are the natural (NBO) charges for atoms 1 to 2, given in e:
1 C 0.2506
2 N -0.6601

(7)
Entry from the OMol25 dataset: 2 unconnected molecules or ions with the total composition CH6N4O2 at a distorted geometry (the ωB97M-V functional and the def2-TZVPD basis).

The value obtained for the LUMO energy (spin up / spin down) is 0.01542 / 0.01539 Ha. The value obtained for the HOMO-LUMO gap (spin up / spin down) is 9.51 / 9.51 eV.

ORCA input file:
```
! wB97M-V def2-TZVPD RIJCOSX def2/J DEFGRID3
* xyz 0 1
C 0.39 -0.83 -0.01
N -1.54 0.59 -0.80
N -2.79 -0.61 0.60
N 1.20 -0.11 -0.95
N 0.41 -0.53 1.30
O -0.34 -1.72 -0.44
O -2.41 0.40 0.13
H -1.51 1.63 -0.97
H -2.39 -1.44 0.22
H 2.07 0.21 -0.62
H 1.23 -0.46 -1.89
H -0.06 -1.19 1.98
H 1.03 0.15 1.75
*
```

Here are the natural (NBO) charges for atoms 1 to 2, given in e:
1 C 0.7964
2 N -0.4189

(8)
Entry from the OMol25 dataset: 2 unconnected molecules or ions with the total composition CH6N4O2 at a distorted geometry (the ωB97M-V functional and the def2-TZVPD basis).

The value obtained for the LUMO energy is 0.02985 Ha. The value obtained for the HOMO-LUMO gap is 8.63 eV.

ORCA input file:
```
! wB97M-V def2-TZVPD RIJCOSX def2/J DEFGRID3
* xyz 0 1
C 0.18 1.20 0.08
N 0.21 2.53 0.14
N 0.60 0.44 -0.89
N 0.12 -1.85 -0.19
N 0.51 -0.92 -1.08
O -1.31 -1.92 0.19
O -0.27 0.61 1.28
H 0.25 3.12 -0.63
H -0.27 2.85 0.96
H -1.48 -2.79 -0.09
H 0.89 -1.78 1.00
H 1.18 -1.27 -1.78
H -0.60 -0.23 1.01
*
```

Here are the natural (NBO) charges for atoms 1 to 2, given in e:
1 C 0.6502
2 N -0.8106

(9)
Entry from the OMol25 dataset: 2 unconnected molecules or ions with the total composition CH6N4OS at a distorted geometry (the ωB97M-V functional and the def2-TZVPD basis).

The value obtained for the LUMO energy is -0.00312 Ha. The value obtained for the HOMO-LUMO gap is 8.79 eV.

ORCA input file:
```
! wB97M-V def2-TZVPD RIJCOSX def2/J DEFGRID3
* xyz 0 1
C -0.10 -1.62 -1.42
N 0.44 1.63 3.05
N 1.55 0.89 2.95
N 0.60 -0.38 -1.54
N 0.00 0.50 -2.17
O 3.41 -0.27 1.90
S 2.35 0.68 1.64
H 0.50 -2.38 -1.92
H -0.12 -1.88 -0.36
H -1.11 -1.58 -1.84
H 0.27 1.97 3.99
H 0.26 2.31 2.32
H 0.58 1.35 -2.22
*
```

Here are the natural (NBO) charges for atoms 1 to 2, given in e:
1 C -0.4758
2 N -0.5991

(10)
Entry from the OMol25 dataset: a single CH6N4S molecule at a distorted geometry (the ωB97M-V functional and the def2-TZVPD basis).

The value obtained for the LUMO energy is 0.02527 Ha. The value obtained for the HOMO-LUMO gap is 9.30 eV.

ORCA input file:
```
! wB97M-V def2-TZVPD RIJCOSX def2/J DEFGRID3
* xyz 0 1
C 0.37 -0.05 0.02
H -2.26 1.39 0.27
H -1.68 0.89 -1.14
H 0.30 1.83 0.51
H 0.18 -1.99 -0.36
H -1.73 -0.80 1.12
H -2.36 -1.10 -0.36
N -1.47 1.48 -0.36
N -0.37 1.07 0.42
N -0.39 -1.16 -0.35
N -1.64 -1.37 0.29
S 2.03 -0.01 -0.02
*
```

Here are the natural (NBO) charges for atoms 1 to 2, given in e:
1 C 0.2285
2 H 0.3451

(11)
Entry from the OMol25 dataset: a single CH6N4S molecule at a distorted geometry (the ωB97M-V functional and the def2-TZVPD basis).

The value obtained for the LUMO energy is 0.02144 Ha. The value obtained for the HOMO-LUMO gap is 9.21 eV.

ORCA input file:
```
! wB97M-V def2-TZVPD RIJCOSX def2/J DEFGRID3
* xyz 0 1
C -0.22 0.00 -0.07
H 2.57 0.44 -0.47
H 2.22 0.22 1.40
H 0.89 -1.66 0.14
H 0.28 1.79 -0.01
H -1.39 -1.35 -0.90
H -2.51 1.17 -0.42
N 2.26 -0.11 0.30
N 0.94 -0.73 -0.12
N -0.65 1.22 -0.08
N -1.40 -0.83 0.00
S -3.01 -0.17 0.24
*
```

Here are the natural (NBO) charges for atoms 1 to 2, given in e:
1 C 0.5420
2 H 0.3800

(12)
Entry from the OMol25 dataset: a gas-phase ion, CH6N6 (charge +2) at a distorted geometry (the ωB97M-V functional and the def2-TZVPD basis).

The value obtained for the LUMO energy is -0.38116 Ha. The value obtained for the HOMO-LUMO gap is 10.18 eV.

ORCA input file:
```
! wB97M-V def2-TZVPD RIJCOSX def2/J DEFGRID3
* xyz 2 1
C -0.43 -0.25 -1.01
N -0.54 -1.48 -1.28
N -0.27 -2.58 -0.83
N -0.05 -3.65 -0.58
N 0.61 -0.30 1.15
N -0.10 0.29 0.18
N 0.05 1.93 0.30
H -0.67 0.54 -1.64
H 1.43 -0.77 0.85
H 0.03 -0.58 1.90
H -0.34 2.29 1.18
H -0.69 2.39 -0.23
H 0.94 2.17 0.01
*
```

Here are the natural (NBO) charges for atoms 1 to 2, given in e:
1 C 0.3981
2 N -0.2630

(13)
Entry from the OMol25 dataset: 2 unconnected molecules or ions with the total composition CH6NO at a distorted geometry (the ωB97M-V functional and the def2-TZVPD basis).

The value obtained for the LUMO energy (spin up / spin down) is -0.43609 / -0.56623 Ha. The value obtained for the HOMO-LUMO gap (spin up / spin down) is 13.47 / 12.41 eV. The expectation value of S² is 0.757.

ORCA input file:
```
! wB97M-V def2-TZVPD RIJCOSX def2/J DEFGRID3
* xyz 2 2
N -0.95 0.30 1.32
H -1.43 -0.60 1.34
H -1.16 0.90 2.13
H 0.07 0.19 1.40
H -1.17 0.81 0.47
O 0.14 -0.67 -1.18
C 1.18 -0.38 -1.70
H 1.85 -1.23 -1.93
H 1.47 0.68 -1.85
*
```

Here are the natural (NBO) charges for atoms 1 to 2, given in e:
1 N -0.8666
2 H 0.4788

(14)
Entry from the OMol25 dataset: 2 unconnected molecules or ions with the total composition CH6NO2 at a distorted geometry (the ωB97M-V functional and the def2-TZVPD basis).

The value obtained for the LUMO energy is -0.14265 Ha. The value obtained for the HOMO-LUMO gap is 12.89 eV.

ORCA input file:
```
! wB97M-V def2-TZVPD RIJCOSX def2/J DEFGRID3
* xyz 1 1
C -0.59 -0.32 0.52
N -0.22 -1.36 -0.25
O 1.05 1.05 -0.11
O -1.29 0.54 0.17
H -0.41 -0.31 1.62
H 0.20 -2.27 -0.03
H 2.16 1.17 -0.10
H -0.62 -1.48 -1.13
H 0.97 1.97 0.03
H -1.27 1.01 -0.70
*
```

Here are the natural (NBO) charges for atoms 1 to 2, given in e:
1 C 0.6440
2 N -0.7441

(15)
Entry from the OMol25 dataset: 2 unconnected molecules or ions with the total composition CH6NO2P at a distorted geometry (the ωB97M-V functional and the def2-TZVPD basis).

The value obtained for the LUMO energy is 0.02230 Ha. The value obtained for the HOMO-LUMO gap is 10.57 eV.

ORCA input file:
```
! wB97M-V def2-TZVPD RIJCOSX def2/J DEFGRID3
* xyz 0 1
C 1.32 -1.00 0.93
N -2.00 0.71 0.72
O -2.81 -0.76 -1.15
O 0.92 0.18 0.27
P -3.28 -0.19 0.09
H 2.32 -1.24 0.70
H 0.60 -1.75 0.87
H 1.20 -0.85 2.00
H -1.04 0.80 0.46
H -2.03 1.13 1.70
H 0.80 -0.03 -0.66
*
```

Here are the natural (NBO) charges for atoms 1 to 2, given in e:
1 C -0.2554
2 N -1.2160

(16)
Entry from the OMol25 dataset: 2 unconnected molecules or ions with the total composition CH6NOP at a distorted geometry (the ωB97M-V functional and the def2-TZVPD basis).

The value obtained for the LUMO energy is 0.03249 Ha. The value obtained for the HOMO-LUMO gap is 7.89 eV.

ORCA input file:
```
! wB97M-V def2-TZVPD RIJCOSX def2/J DEFGRID3
* xyz 0 1
C -0.92 1.03 -0.96
N 0.87 -1.23 0.56
O -0.05 0.73 -1.96
P -0.85 -1.02 0.55
H -1.96 0.92 -1.23
H -0.48 1.67 -0.05
H 1.27 -1.12 1.48
H 1.22 -2.05 0.09
H 0.91 0.58 -1.76
H -1.07 -0.37 1.75
*
```

Here are the natural (NBO) charges for atoms 1 to 2, given in e:
1 C -0.1313
2 N -1.1698

(17)
Entry from the OMol25 dataset: 2 unconnected molecules or ions with the total composition CH6NOP at a distorted geometry (the ωB97M-V functional and the def2-TZVPD basis).

The value obtained for the LUMO energy (spin up / spin down) is 0.01848 / 0.01596 Ha. The value obtained for the HOMO-LUMO gap (spin up / spin down) is 8.71 / 7.28 eV.

ORCA input file:
```
! wB97M-V def2-TZVPD RIJCOSX def2/J DEFGRID3
* xyz 0 1
C -1.20 -0.33 1.61
N 0.43 -0.32 -1.94
O 1.91 0.80 0.00
P 1.09 -0.60 -0.36
H -1.04 0.74 1.47
H -0.58 -0.70 2.51
H -2.11 -0.94 1.61
H -0.46 -0.73 -2.05
H 0.52 0.51 -2.48
H 1.45 1.57 -0.37
*
```

Here are the natural (NBO) charges for atoms 1 to 2, given in e:
1 C -0.6944
2 N -1.1866

(18)
Entry from the OMol25 dataset: a gas-phase ion, CH6NOS (charge +1) at a distorted geometry (the ωB97M-V functional and the def2-TZVPD basis).

The value obtained for the LUMO energy is -0.15118 Ha. The value obtained for the HOMO-LUMO gap is 10.19 eV.

ORCA input file:
```
! wB97M-V def2-TZVPD RIJCOSX def2/J DEFGRID3
* xyz 1 1
C -0.09 -0.33 0.04
N -0.57 1.04 -0.35
O 0.82 -0.81 -1.08
S 1.10 -0.09 1.47
H -0.93 -0.84 0.36
H -0.89 1.34 0.58
H -1.35 0.96 -1.02
H 0.10 1.71 -0.93
H 1.08 -1.76 -1.01
H 0.73 -1.22 1.93
*
```

Here are the natural (NBO) charges for atoms 1 to 2, given in e:
1 C 0.1250
2 N -0.7292

(19)
Entry from the OMol25 dataset: a gas-phase ion, CH6NOSi (charge -1) at a distorted geometry (the ωB97M-V functional and the def2-TZVPD basis).

The value obtained for the LUMO energy is 0.17309 Ha. The value obtained for the HOMO-LUMO gap is 8.57 eV.

ORCA input file:
```
! wB97M-V def2-TZVPD RIJCOSX def2/J DEFGRID3
* xyz -1 1
C -0.77 -0.21 0.13
N -1.05 1.23 -0.17
O 2.10 0.60 0.34
Si 1.16 -0.54 0.00
H -0.49 1.43 -0.92
H -1.35 -0.85 -0.52
H -1.20 -0.48 1.09
H -0.62 1.85 0.61
H 1.26 -1.99 0.93
H 0.97 -1.03 -1.50
*
```

Here are the natural (NBO) charges for atoms 1 to 2, given in e:
1 C -0.6767
2 N -0.8504

(20)
Entry from the OMol25 dataset: 2 unconnected molecules or ions with the total composition CH6NP at a distorted geometry (the ωB97M-V functional and the def2-TZVPD basis).

The value obtained for the LUMO energy is 0.00553 Ha. The value obtained for the HOMO-LUMO gap is 10.09 eV.

ORCA input file:
```
! wB97M-V def2-TZVPD RIJCOSX def2/J DEFGRID3
* xyz 0 1
C 0.30 -0.56 2.07
N -0.33 1.11 -2.15
P 0.19 -1.89 1.09
H 1.13 -0.56 2.81
H -0.37 0.30 1.84
H 0.09 1.83 -1.47
H -0.73 0.35 -1.67
H 0.47 0.82 -2.76
H -0.75 -1.38 0.24
*
```

Here are the natural (NBO) charges for atoms 1 to 2, given in e:
1 C -0.8204
2 N -1.0839

Values for relative energy (zero: lowest compared OMol25 entry of this formula, charge and spin), kcal/mol, ordered as above
9.8 9.5 127.6 26.2 40.4 46.8 105.3 108.3 32.9 12.6 50.0 4.2 4.5 57.4 36.7 80.0 78.6 28.2 4.5 31.5